Entry 1:
C2H14NO5 | ωB97M-V with the def2-TZVPD basis set

Last column: Mulliken charge in e.
Cartesian coordinates (Å):
C (-0.47856, 1.67226, -1.92414)  -0.979
N (-0.04580, 0.85121, -0.83625)  -0.087
C (0.79657, -0.42047, -1.23282)  -0.638
O (1.35875, -1.00149, -0.16722)  -0.937
H (-0.76074, 2.68640, -1.58513)  0.326
H (-1.33289, 1.22468, -2.43815)  0.238
H (0.32747, 2.04985, -2.59750)  0.350
H (0.33318, 1.33010, -0.03996)  0.180
H (1.45801, 0.05702, -1.99111)  0.335
H (-0.04724, -0.99420, -1.65881)  0.353
H (0.24725, -1.67456, 0.57022)  0.493
H (0.20446, -3.20654, 0.64827)  0.263
O (-0.33438, -2.46265, 0.94301)  -0.804
H (-0.75618, -0.60223, 3.10420)  0.329
H (-1.68185, 0.31521, 2.38135)  0.339
O (-1.07561, 0.32080, 3.15309)  -0.675
H (-1.67989, -1.62367, 0.45067)  0.377
H (-1.96102, -0.22921, -0.26446)  0.305
O (-2.35674, -1.04270, 0.03534)  -0.731
H (2.75770, 1.37113, 1.80059)  0.266
H (2.22148, 0.28832, 0.74592)  0.387
O (2.80602, 1.09072, 0.90288)  -0.690

Energy   -515.58069 a.u.
LUMO energy   3.85 eV
Highest occupied orbital energy   -0.1619 Eh
Energy relative to the best compared isomer or geometry (same formula, charge and spin)   0.858 eV
Spin multiplicity   1
Charge   -1
Frontier orbital gap   8.257 eV

---

Entry 2:
C2H14O4S2 | ωB97M-V with the def2-TZVPD basis set

Last column: Mulliken charge in e.
Cartesian coordinates (Å):
C (2.57513, -1.80857, 1.63042)  -1.001
C (1.94434, -3.10560, 1.18597)  -0.454
S (0.11015, -3.15096, 1.09156)  -0.049
S (-0.19715, -2.06882, -0.55832)  -0.214
H (2.06195, -1.35444, 2.48573)  0.343
H (2.59090, -1.04390, 0.85156)  0.281
H (3.58738, -1.92633, 2.01411)  0.329
H (2.29290, -3.86073, 1.89549)  0.318
H (2.25676, -3.38165, 0.18070)  0.303
H (-0.57996, -2.86180, -1.55733)  0.142
H (-2.48278, 3.67510, -1.05439)  0.305
H (-1.28991, 4.39525, -1.62755)  0.322
O (-1.51887, 3.62175, -1.11059)  -0.638
H (-5.70139, 4.35855, -1.86462)  0.329
H (-4.46455, 3.89448, -1.34005)  0.292
O (-4.78868, 4.35636, -2.14035)  -0.611
H (-5.25660, 2.01970, 0.70230)  0.322
H (-4.65393, 3.24302, 1.27098)  0.323
O (-5.16564, 2.96266, 0.51513)  -0.642
H (5.67580, -2.08005, -0.81858)  0.323
H (6.59929, -3.23480, -1.25119)  0.320
O (6.40486, -2.64921, -0.50097)  -0.643

SMILES   CCSS.O.O.O.O
Energy   -1181.90290 a.u.
LUMO energy   0.36 eV
Highest occupied orbital energy   -0.3284 Eh
Energy relative to the best compared isomer or geometry (same formula, charge and spin)   0.846 eV
Spin multiplicity   1
Charge   0
Frontier orbital gap   9.297 eV

---

Entry 3:
C2H14O5 | ωB97M-V with the def2-TZVPD basis set

Last column: Mulliken charge in e.
Cartesian coordinates (Å):
C (2.46950, -0.50561, 1.66813)  -0.128
O (3.96442, -0.52313, 1.97454)  -0.505
C (2.11916, 0.99549, 1.69118)  -1.152
H (2.20063, -0.98987, 0.66015)  0.238
H (2.05558, -1.08893, 2.44737)  0.292
H (4.22708, -1.44449, 2.04671)  0.253
H (2.62876, 1.57028, 1.02221)  0.356
H (1.06571, 1.14866, 1.44974)  0.364
H (2.21127, 1.44970, 2.69085)  0.279
H (5.78438, 1.45496, 3.92247)  0.280
H (5.47314, 0.70310, 2.71482)  0.320
O (6.03074, 0.72647, 3.44417)  -0.598
H (-6.69089, -1.16609, -3.35265)  0.328
H (-5.70356, -0.21226, -2.79622)  0.294
O (-6.31145, -0.28645, -3.56301)  -0.620
H (-4.91503, 2.05667, -1.96219)  0.297
H (-4.10611, 3.26565, -1.78785)  0.327
O (-3.99344, 2.30215, -2.01679)  -0.626
H (-3.13931, -3.83066, -3.11537)  0.318
H (-2.72903, -2.37224, -3.42038)  0.312
O (-2.64155, -3.25339, -3.71787)  -0.629

SMILES   CCO.O.O.O.O
Energy   -460.74034 a.u.
LUMO energy   0.26 eV
Highest occupied orbital energy   -0.3899 Eh
Energy relative to the best compared isomer or geometry (same formula, charge and spin)   1.774 eV
Spin multiplicity   1
Charge   0
Frontier orbital gap   10.874 eV

---

Entry 4:
C2H15NO4 | ωB97M-V with the def2-TZVPD basis set

Last column: Mulliken spin population.
Cartesian coordinates (Å):
C (-0.20073, -0.34275, -2.48761)  -0.210
C (0.12788, 0.81049, -1.56836)  1.016
N (0.03904, 0.45970, -0.11569)  -0.063
H (-1.19995, -0.85630, -2.17132)  -0.009
H (-0.33159, -0.20094, -3.49952)  -0.082
H (0.56002, -1.12441, -2.37155)  0.008
H (1.11162, 1.18944, -1.73521)  0.115
H (-0.64559, 1.62811, -1.75526)  -0.126
H (0.28315, 1.25949, 0.39707)  -0.163
H (-0.89503, 0.05535, 0.09386)  0.090
H (0.04345, 4.34269, -0.98591)  -0.318
H (-0.21438, 4.08354, 0.53532)  -0.134
O (0.02855, 3.60561, -0.34426)  0.738
H (1.91516, -1.63256, 3.84325)  -0.016
H (1.01874, -1.20594, 2.59895)  -0.013
O (1.83149, -1.08193, 3.07788)  0.044
H (-2.90169, -1.82171, 0.71991)  -0.024
H (-2.38968, -0.33827, 0.34451)  0.028
O (-2.76497, -0.92745, 1.10043)  0.153
H (1.63516, -2.62718, -0.82954)  0.001
H (0.81674, -1.54232, 0.07037)  0.004
O (1.07464, -2.50039, -0.09770)  -0.037

Energy   -440.83310 a.u.
LUMO energy (spin up / spin down)   3.14 / 3.08 eV
Highest occupied orbital energy (spin up / spin down)   0.0276 / -0.2279 Eh
Energy relative to the best compared isomer or geometry (same formula, charge and spin)   1.090 eV
Spin multiplicity   2
Charge   -1
Frontier orbital gap (spin up / spin down)   2.385 / 9.284 eV

---

Entry 5:
C2H15NO4 | ωB97M-V with the def2-TZVPD basis set

Last column: Mulliken charge in e.
Cartesian coordinates (Å):
C (-1.17105, -3.06689, 0.09102)  -0.996
C (0.15267, -2.34492, 0.07013)  -0.444
N (0.08583, -1.05806, 0.79296)  -0.558
H (-1.60204, -2.98160, 1.09611)  0.266
H (-1.08286, -4.12020, -0.22513)  0.351
H (-1.88994, -2.58676, -0.58526)  0.286
H (0.81091, -2.28542, -0.78474)  0.304
H (0.77520, -3.00799, 0.73890)  0.318
H (1.02788, -0.68687, 0.88510)  0.207
H (-0.28142, -1.23848, 1.72628)  0.205
H (3.10708, 3.59740, -0.33009)  0.315
H (3.11278, 3.40726, 1.10790)  0.315
O (2.75183, 4.02692, 0.46031)  -0.630
H (-1.41466, -0.48251, -0.28377)  0.405
H (-2.56636, -0.04122, -1.09461)  0.333
O (-1.95235, 0.32531, -0.44368)  -0.750
H (-2.08043, 2.47769, 1.86590)  0.310
H (-1.83116, 1.11927, 1.19409)  0.412
O (-1.70629, 1.60454, 2.05632)  -0.654
H (1.02065, -0.72804, -2.89559)  0.311
H (1.49637, 0.64688, -3.28537)  0.312
O (1.77159, -0.13220, -2.79041)  -0.619

SMILES   CCN.O.O.O.O
Energy   -440.87835 a.u.
LUMO energy   0.43 eV
Highest occupied orbital energy   -0.3520 Eh
Energy relative to the best compared isomer or geometry (same formula, charge and spin)   1.241 eV
Spin multiplicity   1
Charge   0
Frontier orbital gap   10.013 eV

---

Entry 6:
C2H15NO4 | ωB97M-V with the def2-TZVPD basis set

Last column: Mulliken charge in e.
Cartesian coordinates (Å):
C (-0.17654, -0.47292, -2.27915)  -0.959
C (0.02623, 0.66088, -1.34030)  -0.437
N (0.01469, 0.41749, 0.07137)  -0.254
H (-1.22491, -0.92556, -2.30364)  0.277
H (-0.00976, 0.05235, -3.20435)  0.358
H (0.65894, -1.20056, -2.26076)  0.228
H (1.01677, 0.94821, -1.61632)  0.341
H (-0.61010, 1.56602, -1.56149)  0.350
H (0.23266, 1.20729, 0.60067)  0.207
H (-0.82856, 0.02904, 0.46777)  -0.099
H (0.23702, 4.07144, -0.83046)  0.311
H (-0.33104, 4.48428, 0.58462)  0.305
O (-0.07465, 3.68273, -0.01596)  -0.610
H (1.84624, -1.55740, 4.20814)  0.303
H (1.07887, -1.50357, 3.02978)  0.290
O (1.90110, -1.16814, 3.33494)  -0.598
H (-2.92195, -2.01719, 1.25625)  0.333
H (-2.09528, -0.93134, 0.54571)  0.312
O (-2.63426, -1.08067, 1.38183)  -0.639
H (1.77658, -2.29662, -0.53546)  0.310
H (0.99797, -1.45996, 0.32065)  0.326
O (1.12000, -2.50580, 0.14616)  -0.657

SMILES   CCN.O.O.O.O
Energy   -440.85419 a.u.
LUMO energy   0.50 eV
Highest occupied orbital energy   -0.3432 Eh
Energy relative to the best compared isomer or geometry (same formula, charge and spin)   1.899 eV
Spin multiplicity   1
Charge   0
Frontier orbital gap   9.842 eV

---

Entry 7:
C2H15NO4 | ωB97M-V with the def2-TZVPD basis set

Last column: Mulliken charge in e.
Cartesian coordinates (Å):
C (-2.06648, 0.97556, -1.23558)  -0.809
N (-1.61206, 1.39008, 0.16718)  -0.422
C (-0.44896, 2.22656, 0.26833)  -0.804
H (-2.42629, 1.98383, -1.73106)  0.314
H (-2.90688, 0.16991, -1.19897)  0.251
H (-1.18911, 0.56687, -1.73547)  0.320
H (-2.43742, 1.83873, 0.57046)  0.192
H (-0.16185, 2.31435, 1.37104)  0.252
H (0.39941, 1.74105, -0.34557)  0.244
H (-0.52092, 3.26972, -0.09594)  0.315
H (-1.47291, -1.86140, 0.86351)  0.322
H (-1.43789, -0.34300, 0.71523)  0.518
O (-1.23722, -1.07731, 1.31908)  -0.718
H (0.90653, -2.83162, -1.70874)  0.308
H (1.54441, -1.46635, -1.52903)  0.348
O (0.86269, -1.89612, -2.06378)  -0.655
H (4.07521, -1.61372, -0.40326)  0.337
H (2.93849, -1.27388, 0.54518)  0.358
O (3.42772, -0.90593, -0.22711)  -0.659
H (0.62770, -0.99172, 1.63577)  0.376
H (1.59010, -0.97957, 2.87078)  0.297
O (1.54573, -1.23604, 1.94794)  -0.685

SMILES   CNC.O.O.O.O
Energy   -440.88421 a.u.
LUMO energy   0.68 eV
Highest occupied orbital energy   -0.3451 Eh
Energy relative to the best compared isomer or geometry (same formula, charge and spin)   1.082 eV
Spin multiplicity   1
Charge   0
Frontier orbital gap   10.071 eV

---

Entry 8:
C2H15NO4 | ωB97M-V with the def2-TZVPD basis set

Last column: Mulliken charge in e.
Cartesian coordinates (Å):
C (-2.28463, 1.03014, 1.80911)  -1.213
C (-1.14898, 0.21221, 1.24505)  -0.040
N (-1.58952, -1.06516, 0.68993)  -0.699
H (-3.20414, 1.05817, 1.18149)  0.268
H (-2.00896, 2.02434, 2.02857)  0.378
H (-2.62226, 0.51620, 2.68373)  0.327
H (-0.32407, 0.14724, 1.96581)  0.309
H (-0.68793, 0.70690, 0.40643)  0.104
H (-1.71513, -1.67310, 1.46737)  0.270
H (-0.75563, -1.53015, 0.32084)  0.291
H (-1.92491, 1.55417, -2.32593)  0.297
H (-1.34966, 0.68115, -1.26180)  0.353
O (-1.11523, 1.40126, -1.82114)  -0.625
H (3.14023, -0.02762, -1.08041)  0.407
H (3.94884, -1.03088, -0.09150)  0.335
O (3.37635, -0.96442, -0.90939)  -0.734
H (1.84017, -2.08519, -0.34205)  0.377
H (0.80423, -3.25403, -0.31537)  0.337
O (1.33041, -2.63741, 0.25528)  -0.679
H (2.66154, 1.55241, -2.49977)  0.312
H (1.34053, 1.78733, -1.76455)  0.325
O (2.28876, 1.59642, -1.64170)  -0.699

SMILES   CCN.O.O.O.O
Energy   -440.89800 a.u.
LUMO energy   0.65 eV
Highest occupied orbital energy   -0.3553 Eh
Energy relative to the best compared isomer or geometry (same formula, charge and spin)   0.707 eV
Spin multiplicity   1
Charge   0
Frontier orbital gap   10.316 eV

---

Entry 9:
C2H15NO4 | ωB97M-V with the def2-TZVPD basis set

Last column: Mulliken charge in e.
Cartesian coordinates (Å):
C (-0.23279, 1.82090, 1.06621)  -1.039
C (-1.37719, 0.97500, 0.47191)  -0.278
N (-0.86447, 0.06504, -0.56620)  -0.409
H (0.42278, 2.23161, 0.30869)  0.365
H (-0.65570, 2.55609, 1.75742)  0.355
H (0.36833, 1.17515, 1.70370)  0.105
H (-1.91917, 0.43573, 1.25144)  0.253
H (-2.13495, 1.69607, 0.15719)  0.380
H (-1.53928, -0.27811, -1.23621)  0.246
H (-0.10785, 0.52894, -1.04838)  0.040
H (-3.77264, -1.23352, 1.48687)  0.322
H (-2.96307, -1.18961, 0.21258)  0.353
O (-3.80852, -1.49343, 0.56134)  -0.643
H (2.46849, 0.17072, 1.65218)  0.318
H (3.30619, -0.49409, 0.55110)  0.311
O (3.35835, 0.12262, 1.28677)  -0.645
H (2.00823, 0.69220, -1.58781)  0.306
H (2.54807, 0.63700, -2.99054)  0.313
O (1.82309, 1.00128, -2.47349)  -0.625
H (0.23547, -2.83508, -0.49126)  0.260
H (0.18497, -1.34708, 0.04173)  0.389
O (0.77895, -2.09909, -0.19927)  -0.677

SMILES   CCN.O.O.O.O
Energy   -440.88880 a.u.
LUMO energy   0.47 eV
Highest occupied orbital energy   -0.3709 Eh
Energy relative to the best compared isomer or geometry (same formula, charge and spin)   0.957 eV
Spin multiplicity   1
Charge   0
Frontier orbital gap   10.566 eV

---

Entry 10:
C2H15NO5 | ωB97M-V with the def2-TZVPD basis set

Last column: Mulliken charge in e.
Cartesian coordinates (Å):
C (2.10935, 1.76219, -0.37562)  -0.966
C (0.94737, 1.40307, -0.83903)  0.073
N (0.84954, 0.59046, -1.93064)  -0.473
H (3.14045, 1.66634, -0.65513)  0.305
H (2.12396, 2.45748, 0.54840)  0.150
H (0.10620, 1.85971, -0.32484)  0.510
H (1.69549, 0.01927, -2.17543)  0.180
H (0.08383, 0.54568, -2.40706)  0.265
H (-0.42996, 0.55465, 1.23834)  0.339
H (0.13061, 1.35971, 2.60861)  0.281
O (-0.65709, 1.05301, 2.05419)  -0.614
H (-2.22586, 2.25492, 1.33960)  0.336
H (-2.68712, 0.91404, 1.95557)  0.297
O (-2.74792, 1.42905, 1.24544)  -0.632
H (1.89510, -2.23311, -0.82151)  0.298
H (0.45036, -2.13918, -0.61561)  0.234
O (1.09343, -2.64245, -1.05841)  -0.560
H (-0.84645, -1.39827, -1.98224)  0.307
H (-1.90008, -0.77582, -0.98348)  0.298
O (-1.72457, -1.06314, -1.85022)  -0.627
H (-1.07709, -2.69197, 1.21014)  0.320
H (-0.17217, -2.26691, 2.36121)  0.316
O (-0.15740, -2.65875, 1.45771)  -0.635

SMILES   C=CN.O.O.O.O.O
Energy   -516.05032 a.u.
LUMO energy   0.14 eV
Highest occupied orbital energy   -0.3122 Eh
Energy relative to the best compared isomer or geometry (same formula, charge and spin)   2.987 eV
Spin multiplicity   1
Charge   0
Frontier orbital gap   8.631 eV

---

> Among the records above, which one has the lowest energy relative to the best compared isomer or geometry (same formula, charge and spin)?

number 8

---

> What is the formula in the first record?

C2H14NO5

---

> What is the energy relative to the best compared isomer or geometry (same formula, charge and spin) in the first record?

0.858 eV